[1]
This record from the OMol25 dataset describes 2 unconnected molecules or ions with the total composition C2H2ClNO in a non-equilibrium geometry. The level of theory is ωB97M-V/def2-TZVPD.

As for the charge: 0. For the HOMO-LUMO gap, the calculation gives 10.16 eV. The total energy comes out at -667.48269 a.u. As for the spin multiplicity: 1.

Each line ends with the natural charge from an NBO analysis.
CARTESIAN COORDINATES (ANGSTROEM)
C (-1.305, 0.541, -1.688)  0.070
C (0.148, -0.513, 1.257)  0.170
N (-0.561, 0.458, -2.530)  -0.315
O (0.837, 0.313, 0.602)  -0.612
Cl (1.044, -1.339, 2.417)  -0.032
H (-1.924, 0.258, -0.861)  0.240
H (1.760, 0.281, 0.804)  0.478

Atoms 1-2, force components in eV/Å:
C -1.5 -1.0 2.0
C -2.6 -0.3 -0.2

[2]
This record from the OMol25 dataset describes 2 unconnected molecules or ions with the total composition C2H2ClNO in a non-equilibrium geometry. The level of theory is ωB97M-V/def2-TZVPD.

As for the charge: 0. For the HOMO-LUMO gap, the calculation gives 11.98 eV. The total energy comes out at -667.56348 a.u. As for the spin multiplicity: 1.

Each line ends with the natural charge from an NBO analysis.
CARTESIAN COORDINATES (ANGSTROEM)
C (-0.047, 0.323, -2.137)  0.507
C (-0.245, -0.682, 0.952)  0.118
N (-0.646, 0.450, 0.633)  -0.588
O (0.262, 1.400, -2.336)  -0.510
Cl (1.354, -1.107, 1.590)  -0.059
H (-0.839, -1.462, 0.597)  0.187
H (0.162, 1.079, 0.702)  0.346

Atoms 1-2, force components in eV/Å:
C 0.4 1.4 -0.5
C 0.7 0.4 -0.5

[3]
This record from the OMol25 dataset describes a single C2H2ClNO2 molecule in a non-equilibrium geometry. The level of theory is ωB97M-V/def2-TZVPD.

As for the charge: 0. For the HOMO-LUMO gap, the calculation gives 10.25 eV. The total energy comes out at -742.66612 a.u. As for the spin multiplicity: 1. As for the SMILES: ClC1=NOOC1.

Each line ends with the natural charge from an NBO analysis.
CARTESIAN COORDINATES (ANGSTROEM)
Cl (2.727, 0.967, -0.023)  0.080
C (1.678, -0.377, 0.090)  0.096
N (2.039, -1.599, 0.024)  -0.071
O (1.040, -2.454, -0.026)  -0.072
O (-0.253, -1.699, -0.029)  -0.272
C (0.126, -0.337, 0.038)  -0.141
H (-0.217, 0.262, 0.817)  0.197
H (-0.299, 0.209, -0.979)  0.184

Atoms 1-2, force components in eV/Å:
Cl -0.3 -0.4 0.2
C -1.4 -1.6 -0.9

[4]
This record from the OMol25 dataset describes a molecular structure, C2H2ClNS2 in a non-equilibrium geometry. The level of theory is ωB97M-V/def2-TZVPD.

As for the charge: 0. For the HOMO-LUMO gap, the calculation gives 8.25 eV. The total energy comes out at -1388.66615 a.u. As for the spin multiplicity: 1.

Each line ends with the natural charge from an NBO analysis.
CARTESIAN COORDINATES (ANGSTROEM)
C (-1.078, 0.466, -0.265)  -0.408
C (-0.435, -0.580, 0.285)  -0.428
N (1.203, 1.365, 0.473)  -0.905
S (-0.091, 1.913, -0.376)  0.636
S (1.279, -0.202, 0.777)  1.026
Cl (2.079, -1.838, -0.507)  -0.444
H (-2.176, 0.429, -0.650)  0.276
H (-0.781, -1.554, 0.263)  0.248

Atoms 1-2, force components in eV/Å:
C -1.0 0.3 -0.3
C 1.5 2.2 0.0

[5]
This record from the OMol25 dataset describes a gas-phase ion, C2H2ClO3 (charge -1) in a non-equilibrium geometry. The level of theory is ωB97M-V/def2-TZVPD.

As for the charge: -1. For the HOMO-LUMO gap, the calculation gives 8.10 eV. The total energy comes out at -763.38599 a.u. As for the spin multiplicity: 1. As for the SMILES: O=C([O-])[C@H](O)Cl.

Each line ends with the natural charge from an NBO analysis.
CARTESIAN COORDINATES (ANGSTROEM)
O (-0.652, 1.437, 1.137)  -0.783
C (0.043, 1.615, 0.153)  0.787
O (0.219, 2.526, -0.595)  -0.718
C (0.558, 0.036, -0.236)  -0.037
O (-0.254, -0.835, 0.562)  -0.768
Cl (2.297, 0.145, 0.248)  -0.161
H (0.461, -0.319, -1.281)  0.171
H (-0.768, -0.337, 1.236)  0.509

Atoms 1-2, force components in eV/Å:
O -1.3 1.5 2.6
C -0.9 -4.3 -0.8

[6]
This record from the OMol25 dataset describes 2 unconnected molecules or ions with the total composition C2H2ClOP in a non-equilibrium geometry. The level of theory is ωB97M-V/def2-TZVPD.

As for the charge: 0. For the HOMO-LUMO gap, the calculation gives 9.11 eV. The total energy comes out at -954.10902 a.u. As for the spin multiplicity: 1. As for the SMILES: O=CC#P.Cl.

Each line ends with the natural charge from an NBO analysis.
CARTESIAN COORDINATES (ANGSTROEM)
O (1.162, 0.732, -0.288)  -0.509
C (0.942, -0.384, 0.181)  0.327
C (-0.293, -1.105, -0.102)  -0.685
P (-1.674, -1.836, -0.189)  0.729
H (1.844, -0.861, 0.729)  0.169
Cl (-1.479, 2.035, 0.025)  -0.293
H (-0.502, 1.419, -0.356)  0.262

Atoms 1-2, force components in eV/Å:
O -0.4 -1.2 0.6
C 1.9 0.6 -0.8

[7]
This record from the OMol25 dataset describes a molecular structure, C2H2CrLiO2 in a non-equilibrium geometry. The level of theory is ωB97M-V/def2-TZVPD.

As for the charge: +1. For the HOMO-LUMO gap (spin up / spin down), the calculation gives 7.78 / 7.79 eV. The total energy comes out at -1279.51964 a.u. As for the spin multiplicity: 5.

Each line ends with the natural charge from an NBO analysis.
CARTESIAN COORDINATES (ANGSTROEM)
C (-0.271, -0.443, 1.555)  -0.122
C (1.063, -0.252, 1.063)  0.097
O (1.263, 0.656, 0.129)  -0.790
O (-1.262, 0.286, 1.019)  -0.837
H (1.696, -1.166, 1.029)  0.226
Cr (-1.915, -1.519, 1.059)  1.222
Li (-0.365, 1.376, -0.320)  0.964
H (0.825, -0.509, 2.455)  0.239

Atoms 1-2, force components in eV/Å:
C 2.5 -1.5 -1.0
C -1.6 -0.3 -4.9

[8]
This record from the OMol25 dataset describes a molecular structure, C2H2CsFLiO2 in a non-equilibrium geometry. The level of theory is ωB97M-V/def2-TZVPD.

As for the charge: +1. For the HOMO-LUMO gap, the calculation gives 6.85 eV. The total energy comes out at -355.16454 a.u. As for the spin multiplicity: 1.

Each line ends with the natural charge from an NBO analysis.
CARTESIAN COORDINATES (ANGSTROEM)
H (0.851, 0.450, 1.382)  0.083
O (1.183, -1.207, -0.283)  -0.746
C (1.194, -0.034, 0.147)  0.607
C (-0.120, 0.715, 0.262)  0.157
O (-1.173, 0.047, -0.043)  -0.921
Cs (-1.006, -3.088, -1.478)  0.993
Li (-2.931, 0.459, 0.373)  0.982
F (2.114, 0.854, -0.431)  -0.357
H (-0.113, 1.803, 0.070)  0.202

Atoms 1-2, force components in eV/Å:
H 0.0 -0.2 0.8
O 0.7 0.3 1.8

[9]
This record from the OMol25 dataset describes a molecular structure, C2H2F2HgLiO in a non-equilibrium geometry. The level of theory is ωB97M-V/def2-TZVPD.

As for the charge: +1. For the HOMO-LUMO gap (spin up / spin down), the calculation gives 7.33 / 5.11 eV. The total energy comes out at -512.83059 a.u. As for the spin multiplicity: 3.

Each line ends with the natural charge from an NBO analysis.
CARTESIAN COORDINATES (ANGSTROEM)
F (2.494, -0.341, -0.983)  -0.937
O (0.417, 0.244, 0.459)  -0.638
Hg (1.198, 0.925, 2.501)  0.811
Li (1.467, -1.400, -0.141)  0.964
C (-0.961, 0.265, 0.385)  0.664
C (-0.911, 0.145, -1.009)  -0.184
H (-2.131, 0.256, -0.862)  0.234
F (-1.451, -0.425, 1.399)  -0.244
H (-0.122, 0.333, -1.749)  0.329

Atoms 1-2, force components in eV/Å:
F -0.9 -0.7 0.5
O -1.4 2.0 3.5

[10]
This record from the OMol25 dataset describes a molecular structure, C2H2F2LiORb in a non-equilibrium geometry. The level of theory is ωB97M-V/def2-TZVPD.

As for the charge: +1. For the HOMO-LUMO gap (spin up / spin down), the calculation gives 10.56 / 8.51 eV. The total energy comes out at -383.81291 a.u. As for the spin multiplicity: 2.

Each line ends with the natural charge from an NBO analysis.
CARTESIAN COORDINATES (ANGSTROEM)
F (-1.847, -0.130, -1.830)  -0.972
O (0.580, -0.501, -0.386)  -0.653
Rb (-2.510, -0.883, 0.409)  0.994
Li (-0.167, -0.023, -2.185)  0.970
C (2.344, 0.371, 0.650)  0.334
C (1.818, -0.669, -0.146)  0.199
H (2.483, -1.452, -0.533)  0.194
F (1.728, 1.519, 0.792)  -0.248
H (3.433, 0.260, 0.864)  0.180

Atoms 1-2, force components in eV/Å:
F 0.7 0.1 -0.5
O 1.4 -1.3 -1.0